{
  "formula": "C4H9N2",
  "method": "ωB97M-V/def2-TZVPD",
  "homo_energy_ev": -16.13,
  "largest_force_ev_per_a": 3.8,
  "de_lowest_kcal_mol": 102.4,
  "total_charge": 1,
  "smiles": "C[N+]1=NC1(C)C",
  "energy_ha": -266.9361,
  "species": ["N", "N", "C", "C", "C", "C", "H", "H", "H", "H", "H", "H", "H", "H", "H"],
  "coordinates": [[0.34068, -0.78333, -1.52066], [0.39270, -1.13815, -0.38138], [1.36604, 1.16486, -0.02109], [-1.30396, 0.62058, 0.05440], [0.13403, 0.21823, -0.25273], [0.45124, -2.40588, 0.26170], [-1.13855, 1.35358, 0.88550], [-1.61851, 1.31696, -0.82268], [0.89861, -3.00076, -0.53000], [-1.80612, -0.30745, 0.24148], [2.30157, 0.86586, -0.57041], [-0.58073, -2.71896, 0.50448], [1.46937, 1.28438, 1.13169], [0.96817, 2.12855, -0.37968], [1.07408, -2.37106, 1.08808]],
  "forces_ev_per_angstrom": [[-0.2344, 1.0759, -0.7742], [-0.1770, -0.7248, 1.3490], [-1.6346, -0.2657, 1.1600], [2.5513, 2.5247, -1.2535], [1.3369, 1.6631, -0.8092], [-0.9256, -1.1040, -1.8097], [-0.9184, -0.9984, -0.1509], [-0.0711, -1.6689, 1.3588], [-0.1825, -0.7455, 0.2391], [-1.1724, 0.2320, 0.2024], [-1.0683, 0.2050, 0.7761], [0.5453, 0.0810, -0.0565], [0.2526, -0.3038, -2.0086], [0.6404, -0.1500, 0.0417], [1.0578, 0.1795, 1.7357]],
  "mulliken_charge": [-0.601, 0.585, -1.097, -0.985, 0.740, -0.687, 0.329, 0.329, 0.345, 0.355, 0.372, 0.306, 0.323, 0.336, 0.350]
}